{"formula": "C4H12N2", "method": "wB97M-V/def2-TZVPD", "largest_force_ev_per_a": 6.2, "s2": 0.760, "spin_multiplicity": 2, "e_tot_ha": -268.66059, "lumo_ev": [-4.0230, -4.0174], "de_lowest_ev": 3.817, "homo_lumo_gap_ev": [6.931, 9.809], "charge": 1, "species": ["H", "H", "H", "H", "C", "C", "H", "C", "H", "H", "H", "H", "N", "H", "H", "H", "C", "N"], "positions_angstrom": [[-2.546405, -0.427503, -3.476325], [0.426545, 0.297441, -1.431982], [2.716810, 1.832340, 1.054803], [-1.475413, -1.005158, 0.675706], [0.759744, 0.801758, 1.325688], [-0.408625, 0.226137, -0.715596], [2.699255, 0.444820, 1.737183], [-0.467529, -1.088123, 0.085519], [-2.692133, -1.575738, -2.377478], [-1.384976, -0.893682, -2.591516], [-0.976440, 1.125133, -0.589764], [-0.282656, -2.128810, -0.201211], [-2.368150, -0.569714, -2.403427], [0.006728, 1.617595, 1.404474], [1.004217, -1.323863, 1.844250], [2.245771, 1.842406, 2.694403], [0.574307, -0.501154, 1.175458], [2.168957, 1.326115, 1.789808]], "forces_ev_per_angstrom": [[-0.275, 0.296, 2.268], [-0.558, 0.063, 0.293], [-1.327, 0.218, 0.448], [1.484, -0.769, -1.223], [0.335, 2.249, 0.752], [1.108, -1.556, -2.009], [0.143, 0.104, 1.128], [-1.574, 4.522, 3.879], [-0.568, 1.149, 0.466], [-0.332, 0.934, 0.669], [-0.700, -0.340, 0.221], [0.290, 0.675, -0.430], [0.849, -2.567, -3.755], [0.918, -0.650, -1.036], [0.643, 1.377, -1.119], [-0.037, -0.663, -0.693], [-0.463, -3.893, 0.406], [0.063, -1.148, -0.263]]}